Entry 1:
Molecular formula: C2H5N3O
Method: DFT, ωB97M-V/def2-TZVPD

Structure (XYZ):
```
11
Properties=species:S:1:pos:R:3:mulliken_charge:R:1
O -1.330 -1.357 1.233 -0.54
N 2.543 0.512 0.037 -0.58
N 0.493 -0.323 0.571 -0.50
N -1.632 0.060 -0.509 -0.41
C 1.284 0.535 -0.149 -0.01
C -0.765 -0.492 0.381 0.76
H -2.555 -0.336 -0.608 0.25
H -1.266 0.555 -1.305 0.19
H 2.985 1.206 -0.559 0.26
H 0.782 1.226 -0.850 0.19
H -0.538 -1.586 1.758 0.40
```

Calculated values
Calculated total energy (Eh): -318.715167
SMILES: [H]/N=C/N=C(\N)O
Total charge: 0
Energy above the lowest of the compared OMol25 structures with the same formula, charge and spin (eV): 0.961
Maximum force (eV/Å): 0.529
HOMO-LUMO gap (eV): 9.8578


Entry 2:
Molecular formula: C2H5N3O
Method: DFT, ωB97M-V/def2-TZVPD

Structure (XYZ):
```
11
Properties=species:S:1:pos:R:3:mulliken_charge:R:1
O -1.074 -1.177 -1.254 -0.42
N 1.231 -0.187 1.081 -0.52
N -0.018 -0.419 -0.764 -0.06
N 0.457 0.963 1.023 -0.14
C 0.893 -0.961 0.129 -0.06
C -0.431 0.899 -0.124 -0.31
H -1.618 -1.517 -0.521 0.34
H -1.484 0.795 0.186 0.23
H 1.026 1.790 1.110 0.28
H 1.338 -1.922 -0.043 0.44
H -0.320 1.737 -0.822 0.22
```

Calculated values
Calculated total energy (Eh): -318.603270
SMILES: ON1C=NNC1
Total charge: 0
Energy above the lowest of the compared OMol25 structures with the same formula, charge and spin (eV): 4.006
Maximum force (eV/Å): 1.876
HOMO-LUMO gap (eV): 8.9516


Entry 3:
Molecular formula: C2H5N3O
Method: DFT, ωB97M-V/def2-TZVPD

Structure (XYZ):
```
11
Properties=species:S:1:pos:R:3:mulliken_charge:R:1
O -0.319 1.515 -0.133 -0.45
N 0.092 0.154 -0.274 0.12
N -2.238 -0.213 0.225 -0.64
N 2.383 0.089 0.157 -0.54
C 1.283 -0.575 0.097 0.18
C -0.982 -0.812 -0.048 -0.01
H 1.055 -1.717 -0.116 0.10
H -0.822 -1.806 -0.549 0.25
H 3.058 -0.816 0.029 0.28
H -1.249 1.393 0.721 0.46
H -2.957 -1.060 -0.068 0.26
```

Calculated values
Calculated total energy (Eh): -318.503380
Total charge: 0
Energy above the lowest of the compared OMol25 structures with the same formula, charge and spin (eV): 6.724
Maximum force (eV/Å): 7.229
HOMO-LUMO gap (eV): 9.6291


Entry 4:
Molecular formula: C2H5N3O2
Method: DFT, ωB97M-V/def2-TZVPD

Structure (XYZ):
```
12
Properties=species:S:1:pos:R:3:mulliken_charge:R:1
O -0.615 -2.140 -0.374 -0.63
O 1.805 1.300 -0.416 -0.60
N -1.137 1.378 0.221 -0.56
N -0.979 0.142 -0.490 -0.05
N 1.938 0.162 -0.041 0.45
C 2.034 -0.844 0.480 -0.21
C -0.644 -1.030 0.189 -0.22
H -0.695 2.029 -0.371 0.25
H 2.339 -1.808 0.857 0.40
H -1.406 0.131 -1.481 0.24
H -0.460 -0.802 1.164 0.67
H -2.181 1.482 0.265 0.26
```

Calculated values
Calculated total energy (Eh): -393.803598
SMILES: C#[N+][O-].NNC=O
Total charge: 0
Energy above the lowest of the compared OMol25 structures with the same formula, charge and spin (eV): 5.869
Maximum force (eV/Å): 5.835
HOMO-LUMO gap (eV): 10.7330


Entry 5:
Molecular formula: C2H5N3O2
Method: DFT, ωB97M-V/def2-TZVPD

Structure (XYZ):
```
12
Properties=species:S:1:pos:R:3:mulliken_charge:R:1
O -0.126 -0.464 -2.293 -0.41
O 0.152 0.442 0.031 -0.12
N -0.397 -1.585 1.039 -0.61
N 0.932 0.699 1.144 -0.41
N -0.826 -1.074 -1.289 -0.17
C 0.948 1.971 1.368 -0.31
C -0.343 -0.848 0.011 0.58
H -0.566 0.476 -2.373 0.36
H 0.371 2.618 0.716 0.29
H -0.850 -2.084 -1.391 0.27
H -0.764 -2.481 0.814 0.20
H 1.468 2.329 2.222 0.32
```

Calculated values
Calculated total energy (Eh): -393.811608
SMILES: [H]/N=C(\NO)ON=C
Total charge: 0
Energy above the lowest of the compared OMol25 structures with the same formula, charge and spin (eV): 5.651
Maximum force (eV/Å): 3.277
HOMO-LUMO gap (eV): 10.2106


Entry 6:
Molecular formula: C2H5N3O2
Method: DFT, ωB97M-V/def2-TZVPD

Structure (XYZ):
```
12
Properties=species:S:1:pos:R:3:mulliken_charge:R:1
O 0.001 2.029 0.057 -0.62
O -3.112 -0.531 -0.070 -0.53
N 1.375 0.292 -0.255 -0.07
N -0.887 -0.120 0.057 -0.10
N 1.512 -1.091 0.033 -0.54
C -2.210 0.264 -0.073 0.09
C 0.151 0.809 -0.034 0.45
H 2.112 0.916 -0.050 0.26
H 1.943 -1.625 -0.754 0.23
H -0.609 -1.085 0.273 0.31
H 2.032 -1.251 0.924 0.22
H -2.307 1.395 -0.107 0.29
```

Calculated values
Calculated total energy (Eh): -393.961878
SMILES: NNC(=O)NC=O
Total charge: 0
Energy above the lowest of the compared OMol25 structures with the same formula, charge and spin (eV): 1.562
Maximum force (eV/Å): 2.508
HOMO-LUMO gap (eV): 10.4886


Entry 7:
Molecular formula: C2H5N3O2S
Method: DFT, ωB97M-V/def2-TZVPD

Structure (XYZ):
```
13
Properties=species:S:1:pos:R:3:mulliken_charge:R:1
S 0.717 0.751 1.802 -0.17
O -1.558 1.303 -2.146 -0.44
O 0.421 -0.392 -0.942 -0.12
N -1.733 0.655 -0.739 -0.46
N 0.884 -1.588 -0.119 -0.34
N -0.837 0.074 1.181 -0.36
C -0.686 0.117 -0.220 0.61
C 1.910 -1.946 -0.780 -0.20
H -2.512 1.758 -2.205 0.36
H -1.740 0.647 1.462 0.38
H 1.471 -0.262 2.388 0.16
H 2.383 -2.980 -0.534 0.23
H 2.468 -1.479 -1.495 0.34
```

Calculated values
Calculated total energy (Eh): -791.911705
SMILES: C=NO/C(=N\O)NS
Total charge: 0
Energy above the lowest of the compared OMol25 structures with the same formula, charge and spin (eV): 6.898
Maximum force (eV/Å): 5.328
HOMO-LUMO gap (eV): 8.9894


Entry 8:
Molecular formula: C2H5N3O3
Method: DFT, ωB97M-V/def2-TZVPD

Structure (XYZ):
```
13
Properties=species:S:1:pos:R:3:mulliken_charge:R:1
O 1.817 -0.937 1.525 -0.67
O -0.739 2.197 -2.382 -0.51
O -1.474 -1.031 0.776 -0.39
N 0.667 -0.511 -0.369 -0.32
N -0.356 -0.210 1.364 -0.20
N -0.166 0.281 -0.979 -0.06
C 0.013 1.617 -1.602 0.16
C 0.731 -0.563 0.984 0.58
H 0.936 1.981 -0.994 0.26
H -0.973 -0.211 -1.462 0.22
H 1.487 -1.148 -0.689 0.25
H -0.590 0.367 2.355 0.29
H -1.355 -1.832 1.474 0.38
```

Calculated values
Calculated total energy (Eh): -469.000309
SMILES: O=CNNC(=O)NO
Total charge: 0
Energy above the lowest of the compared OMol25 structures with the same formula, charge and spin (eV): 5.453
Maximum force (eV/Å): 15.807
HOMO-LUMO gap (eV): 10.0285


Entry 9:
Molecular formula: C2H5N3O3
Method: DFT, ωB97M-V/def2-TZVPD

Structure (XYZ):
```
13
Properties=species:S:1:pos:R:3:mulliken_charge:R:1
O 2.243 -1.819 0.380 -0.56
O -2.963 0.389 0.642 -0.40
O -0.816 1.316 -0.894 -0.51
N 2.299 -0.331 -1.324 -0.32
N 0.500 -0.373 0.114 -0.32
N -1.749 0.321 1.385 -0.45
C 1.741 -0.926 -0.239 0.41
C -0.179 0.538 -0.306 0.96
H -2.740 0.925 -0.141 0.32
H 1.889 0.462 -1.784 0.19
H 3.186 -0.678 -1.647 0.21
H -1.886 0.854 2.243 0.21
H -1.524 -0.678 1.571 0.26
```

Calculated values
Calculated total energy (Eh): -469.158463
SMILES: NC(=O)N=C=O.NO
Total charge: 0
Energy above the lowest of the compared OMol25 structures with the same formula, charge and spin (eV): 1.149
Maximum force (eV/Å): 1.241
HOMO-LUMO gap (eV): 10.6040


Entry 10:
Molecular formula: C2H5N3O3
Method: DFT, ωB97M-V/def2-TZVPD

Structure (XYZ):
```
13
Properties=species:S:1:pos:R:3:mulliken_charge:R:1
O -0.036 -0.640 -0.335 -0.23
O 2.153 -1.052 0.460 -0.38
O -3.487 0.010 0.078 -0.57
N 0.198 1.721 0.078 -0.60
N 2.007 0.036 -0.305 -0.26
N -1.475 -0.614 -0.608 -0.17
C -2.325 -0.455 0.431 0.19
C 0.589 0.533 -0.033 0.53
H 2.421 -1.664 -0.153 0.32
H -1.727 0.003 -1.560 0.33
H 3.047 0.665 -0.270 0.29
H 0.784 2.359 0.612 0.28
H -2.149 -0.902 1.602 0.26
```

Calculated values
Calculated total energy (Eh): -468.966719
SMILES: [H]/N=C(\NO)ONC=O
Total charge: 0
Energy above the lowest of the compared OMol25 structures with the same formula, charge and spin (eV): 6.367
Maximum force (eV/Å): 5.947
HOMO-LUMO gap (eV): 10.1961


Entry 11:
Molecular formula: C2H5N3O3
Method: DFT, ωB97M-V/def2-TZVPD

Structure (XYZ):
```
13
Properties=species:S:1:pos:R:3:mulliken_charge:R:1
O 3.751 0.801 0.153 -0.39
O 1.473 1.722 0.195 -0.41
O 3.365 -1.295 -0.630 -0.33
N -0.505 -1.058 0.982 -0.63
N 0.781 0.707 0.825 -0.45
N -0.433 0.023 -1.164 -0.41
C -0.032 -0.015 0.198 0.54
C 3.580 -0.248 -0.293 0.72
H -0.270 -2.033 0.698 0.24
H 0.119 0.467 -1.865 0.20
H -0.036 -0.874 1.855 0.31
H 2.017 2.024 0.979 0.41
H -1.130 -0.572 -1.558 0.20
```

Calculated values
Calculated total energy (Eh): -469.166904
SMILES: NC(N)=NO.O=C=O
Total charge: 0
Energy above the lowest of the compared OMol25 structures with the same formula, charge and spin (eV): 0.920
Maximum force (eV/Å): 4.724
HOMO-LUMO gap (eV): 8.8827


Entry 12:
Molecular formula: C2H5N3O4
Method: DFT, ωB97M-V/def2-TZVPD

Structure (XYZ):
```
14
Properties=species:S:1:pos:R:3:mulliken_charge:R:1
O -1.430 0.280 1.626 -0.63
O -0.193 -0.517 -1.566 -0.43
O 1.887 1.554 -0.154 -0.56
O 2.411 -0.409 0.673 -0.56
N 1.682 0.410 0.163 0.68
N -1.359 1.549 -0.262 -0.35
N 0.012 -1.712 0.444 -0.52
C -1.070 0.467 0.481 0.52
C -0.229 -0.552 -0.220 0.47
H 0.295 -1.280 -1.908 0.34
H -0.193 -1.623 1.434 0.27
H -0.901 1.682 -1.150 0.22
H 0.896 -2.177 0.257 0.31
H -1.808 2.331 0.183 0.25
```

Calculated values
Calculated total energy (Eh): -544.351772
Total charge: 0
Energy above the lowest of the compared OMol25 structures with the same formula, charge and spin (eV): 0.960
Maximum force (eV/Å): 3.364
HOMO-LUMO gap (alpha / beta) (eV): 8.3989 / 8.3999


Q: What is the maximum force in the eighth record?
A: 15.807 eV/Å


Q: What is the formula in the fourth record?
A: C2H5N3O2